{"formula": "C5H12NO", "method": "ωB97M-V/def2-TZVPD", "e_tot_ev": -8908.80888, "total_charge": 1, "lumo_energy_ev": -4.97, "e_above_lowest_ev": 1.8203, "spin_multiplicity": 1, "e_homo_ev": -12.13, "elements": ["C", "C", "N", "H", "H", "H", "H", "H", "H", "C", "C", "C", "O", "H", "H", "H", "H", "H", "H"], "coordinates": [[1.48, 2.90, 0.63], [1.05, 0.46, 0.63], [1.04, 1.61, 1.19], [2.45, 3.14, 1.05], [0.68, 3.60, 0.85], [1.58, 2.83, -0.45], [1.67, 0.30, -0.25], [0.46, -0.34, 1.05], [0.63, 1.67, 2.11], [-1.93, -1.05, 0.41], [-1.06, -1.11, -0.83], [-0.54, -2.25, -1.28], [0.35, -2.22, -2.30], [-2.97, -1.33, 0.20], [-1.55, -1.70, 1.19], [-2.00, -0.03, 0.79], [-0.97, -0.23, -1.46], [-0.72, -3.20, -0.79], [0.37, -3.06, -2.76]]}

{"formula": "C5H12NO", "method": "ωB97M-V/def2-TZVPD", "e_tot_ev": -8907.71677, "total_charge": 1, "lumo_energy_ev": -3.81, "e_above_lowest_ev": 2.9124, "smiles": "[NH3+]/C=C/CCCO", "spin_multiplicity": 1, "e_homo_ev": -13.59, "elements": ["C", "O", "C", "C", "C", "C", "N", "H", "H", "H", "H", "H", "H", "H", "H", "H", "H", "H", "H"], "coordinates": [[0.24, 2.26, -0.44], [1.10, 1.79, 0.67], [0.47, 1.19, -1.55], [-0.23, -0.09, -1.18], [0.18, -0.79, 0.01], [-0.72, -1.56, 0.63], [-0.53, -2.29, 1.93], [-0.79, 2.23, -0.06], [0.66, 3.24, -0.89], [1.71, 2.29, 1.16], [-0.08, 1.30, -2.60], [1.44, 1.03, -1.69], [-1.35, 0.15, -1.32], [0.12, -0.89, -1.80], [1.18, -0.73, 0.29], [-1.76, -1.80, 0.23], [-0.80, -1.61, 2.79], [0.42, -2.64, 2.03], [-1.27, -3.09, 1.80]]}

{"formula": "C5H12NO", "method": "ωB97M-V/def2-TZVPD", "e_tot_ev": -8908.23943, "total_charge": 1, "lumo_energy_ev": -4.04, "e_above_lowest_ev": 2.3897, "spin_multiplicity": 1, "e_homo_ev": -14.21, "elements": ["C", "C", "C", "C", "C", "N", "O", "H", "H", "H", "H", "H", "H", "H", "H", "H", "H", "H", "H"], "coordinates": [[0.25, 2.54, -1.83], [-0.12, -1.94, -0.66], [1.16, 0.27, 1.04], [-1.13, 0.57, 0.81], [-0.45, -1.65, 0.72], [-0.17, -0.20, 0.93], [-0.12, 1.42, -1.57], [0.59, 2.65, -2.80], [0.68, -1.29, -0.80], [0.16, -2.96, -0.87], [-0.85, -1.60, -1.34], [1.74, -0.27, 0.31], [1.08, 1.32, 1.17], [1.38, -0.07, 2.07], [0.20, 3.30, -1.11], [-2.11, 0.24, 0.61], [-0.95, 1.63, 0.95], [0.20, -2.26, 1.40], [-1.53, -1.69, 0.98]]}

{"formula": "C5H12NO", "method": "ωB97M-V/def2-TZVPD", "e_tot_ev": -8909.48722, "total_charge": 1, "lumo_energy_ev": -5.19, "e_above_lowest_ev": 1.1419, "spin_multiplicity": 1, "e_homo_ev": -14.51, "elements": ["C", "C", "C", "C", "C", "N", "H", "H", "H", "H", "H", "H", "H", "H", "H", "H", "H", "H", "O"], "coordinates": [[0.08, -0.79, -1.78], [0.70, -0.39, -0.44], [0.59, 1.07, -0.16], [1.57, 1.96, -0.08], [-1.79, 0.94, 0.31], [-0.73, 1.60, 0.07], [0.62, -0.27, -2.57], [0.24, -1.85, -1.97], [-0.97, -0.53, -1.83], [0.24, -0.94, 0.39], [1.74, -0.67, -0.33], [2.62, 1.72, -0.12], [1.38, 3.02, 0.03], [-2.69, 1.49, 0.57], [-1.77, -0.14, 0.25], [-0.77, 2.61, 0.23], [0.16, -3.54, 2.59], [-1.06, -2.61, 2.59], [-0.16, -2.69, 2.27]]}

{"formula": "C5H12NO", "method": "ωB97M-V/def2-TZVPD", "e_tot_ev": -8907.13122, "total_charge": 1, "lumo_energy_ev": -3.55, "e_above_lowest_ev": 3.4979, "spin_multiplicity": 1, "e_homo_ev": -14.06, "elements": ["C", "C", "C", "C", "C", "N", "O", "H", "H", "H", "H", "H", "H", "H", "H", "H", "H", "H", "H"], "coordinates": [[-2.18, 0.15, 1.04], [-1.15, 0.06, 0.01], [1.44, -0.49, 0.87], [1.11, 1.25, -0.94], [0.70, 0.68, 0.32], [-1.27, -1.04, -1.06], [-2.10, 1.06, -0.11], [-3.02, -0.56, 1.22], [-1.93, 0.69, 1.99], [1.69, -1.23, 0.13], [0.70, -0.95, 1.70], [2.41, -0.27, 1.36], [1.43, 0.39, -1.68], [2.02, 1.63, -0.63], [0.51, 1.96, -1.38], [0.41, 1.41, 1.18], [-1.43, -0.47, -1.89], [-2.05, -1.63, -0.71], [-0.42, -1.55, -1.14]]}

{"formula": "C5H12NO", "method": "ωB97M-V/def2-TZVPD", "e_tot_ev": -8894.60173, "s2": 0.7539, "total_charge": 2, "lumo_energy_ev": [-10.82, -13.76], "e_above_lowest_ev": 3.0601, "spin_multiplicity": 2, "e_homo_ev": [-17.83, -17.82], "elements": ["C", "C", "C", "C", "C", "N", "H", "H", "H", "H", "H", "H", "H", "H", "H", "H", "H", "H", "O"], "coordinates": [[0.49, 1.74, 1.58], [1.35, 1.16, 0.44], [1.36, -0.25, 0.16], [2.45, -0.98, -0.27], [-0.78, -0.48, -0.99], [0.05, -0.86, -0.07], [0.83, 1.40, 2.56], [0.45, 2.83, 1.60], [-0.56, 1.43, 1.58], [1.18, 1.74, -0.50], [2.38, 1.54, 0.57], [3.43, -0.60, 0.01], [2.43, -1.92, -0.83], [-0.81, 0.58, -1.23], [-1.33, -1.21, -1.59], [0.02, -1.87, 0.06], [-4.52, -2.06, -1.37], [-4.52, -0.72, -0.81], [-3.91, -1.47, -0.90]]}

{"formula": "C5H12NO2", "method": "ωB97M-V/def2-TZVPD", "e_tot_ev": -10961.50203, "total_charge": -1, "lumo_energy_ev": 3.35, "e_above_lowest_ev": 5.4881, "spin_multiplicity": 1, "e_homo_ev": -2.67, "elements": ["C", "O", "C", "C", "C", "C", "N", "H", "H", "H", "H", "H", "H", "H", "H", "H", "H", "H", "H", "O"], "coordinates": [[-2.25, -0.66, -0.80], [-3.51, -1.05, -0.73], [-1.14, -0.88, 0.81], [0.09, -0.09, 0.69], [1.11, 0.03, 1.72], [2.79, 1.28, 0.42], [2.49, 0.43, 1.32], [-1.63, -1.32, -1.37], [-2.16, 0.38, -0.93], [-1.03, -1.94, 0.98], [-1.93, -0.43, 1.50], [-0.20, 1.01, 0.40], [0.68, -0.45, -0.24], [1.30, -0.91, 2.36], [0.78, 0.66, 2.55], [3.75, 1.48, 0.21], [2.28, 1.76, -0.33], [-1.17, -0.08, -2.64], [0.22, 0.46, -2.63], [-0.45, 0.29, -3.29]]}

{"formula": "C5H12NO2", "method": "ωB97M-V/def2-TZVPD", "e_tot_ev": -10953.84392, "total_charge": 1, "lumo_energy_ev": -3.73, "e_above_lowest_ev": 4.7754, "spin_multiplicity": 1, "e_homo_ev": -14.46, "elements": ["C", "C", "C", "C", "C", "N", "O", "O", "H", "H", "H", "H", "H", "H", "H", "H", "H", "H", "H", "H"], "coordinates": [[0.48, 1.05, -2.26], [1.31, 1.17, -1.29], [-1.61, -0.18, 1.75], [0.93, -1.20, 0.24], [-1.05, 0.15, 0.37], [0.44, 0.18, 0.30], [2.21, 1.70, -0.59], [-1.55, -0.60, -0.76], [0.73, 1.18, -3.33], [-0.52, 0.66, -2.19], [-1.20, -1.03, 2.09], [-2.62, -0.33, 1.55], [-1.23, 0.61, 2.41], [0.48, -1.68, 1.07], [0.84, -1.64, -0.71], [1.92, -1.42, 0.38], [-1.64, 1.08, 0.19], [0.81, 0.53, 1.19], [2.75, 1.23, 0.04], [-1.49, -1.47, -0.44]]}

{"formula": "C5H12NO2PS", "method": "ωB97M-V/def2-TZVPD", "e_tot_ev": -31086.16390, "lumo_energy_ev": -0.72, "e_above_lowest_ev": 4.5300, "spin_multiplicity": 1, "e_homo_ev": -7.41, "elements": ["C", "C", "C", "C", "C", "N", "O", "O", "P", "S", "H", "H", "H", "H", "H", "H", "H", "H", "H", "H", "H", "H"], "coordinates": [[0.53, -0.77, -1.82], [2.95, -0.18, 0.72], [3.06, -1.61, 1.05], [-2.88, 2.02, 1.12], [-2.83, 1.39, -0.24], [-0.01, -1.35, -0.81], [2.02, 0.51, 0.84], [-1.71, 0.53, -0.49], [-1.24, -0.79, 0.40], [-2.51, -2.23, -0.04], [0.57, 0.27, -1.90], [0.80, -1.35, -2.73], [3.99, 0.11, 0.32], [2.15, -1.72, 1.50], [3.74, -1.76, 1.86], [3.04, -2.39, 0.33], [-2.14, 2.76, 1.30], [-3.93, 2.09, 1.36], [-2.33, 1.19, 1.68], [-2.80, 2.16, -1.02], [-3.85, 0.79, -0.33], [-0.16, -2.40, -0.88]]}

{"formula": "C5H12NOS", "method": "ωB97M-V/def2-TZVPD", "e_tot_ev": -19751.53581, "total_charge": -1, "lumo_energy_ev": 3.16, "e_above_lowest_ev": 2.6945, "smiles": "CN[C@@H](C[O-])CCS", "spin_multiplicity": 1, "e_homo_ev": -2.74, "elements": ["C", "N", "C", "C", "C", "S", "C", "O", "H", "H", "H", "H", "H", "H", "H", "H", "H", "H", "H", "H"], "coordinates": [[-2.20, -0.45, -1.19], [-0.84, 0.06, -1.08], [0.05, -0.57, -0.08], [0.95, 0.50, 0.57], [0.16, 1.31, 1.60], [1.21, 2.34, 2.67], [1.04, -1.57, -0.76], [1.94, -0.95, -1.53], [-2.18, -1.56, -1.13], [-2.50, -0.21, -2.21], [-2.88, -0.05, -0.45], [-0.23, -0.05, -1.90], [-0.53, -1.14, 0.67], [1.91, 0.08, 0.86], [1.28, 1.09, -0.28], [-0.20, 0.68, 2.43], [-0.59, 1.97, 1.19], [1.89, 3.07, 1.84], [0.28, -2.30, -1.25], [1.44, -2.25, 0.03]]}

{"formula": "C5H12NOS", "method": "ωB97M-V/def2-TZVPD", "e_tot_ev": -19741.33719, "total_charge": 1, "lumo_energy_ev": [-3.91, -4.48], "e_above_lowest_ev": 3.7491, "spin_multiplicity": 1, "e_homo_ev": [-11.94, -11.42], "elements": ["C", "C", "C", "C", "C", "N", "O", "S", "H", "H", "H", "H", "H", "H", "H", "H", "H", "H", "H", "H"], "coordinates": [[-0.87, 1.09, 1.46], [-1.90, 1.96, 1.09], [-0.83, -1.38, -0.46], [0.88, 0.42, -0.53], [0.30, -0.68, -1.21], [1.88, 0.02, 0.50], [-0.29, 0.36, 2.17], [1.60, -2.14, -1.38], [-2.65, 2.16, 1.96], [-2.66, 1.67, 0.35], [-1.49, 2.89, 0.90], [-1.58, -0.77, 0.01], [-0.39, -1.93, 0.29], [-1.33, -1.98, -1.14], [1.09, 1.15, -1.20], [0.06, -0.41, -2.31], [2.66, 0.57, 0.65], [2.16, -0.96, 0.04], [1.44, -0.29, 1.40], [1.89, -1.76, -2.59]]}

{"formula": "C5H12NOS", "method": "ωB97M-V/def2-TZVPD", "e_tot_ev": -19743.63963, "total_charge": 1, "lumo_energy_ev": -3.82, "e_above_lowest_ev": 1.4466, "spin_multiplicity": 1, "e_homo_ev": -13.86, "elements": ["C", "C", "C", "C", "C", "N", "O", "S", "H", "H", "H", "H", "H", "H", "H", "H", "H", "H", "H", "H"], "coordinates": [[-2.12, 0.19, 0.05], [0.42, 0.88, -1.54], [1.26, 1.33, 0.72], [-0.94, -0.49, 0.68], [0.74, 0.35, -0.19], [-0.82, -1.92, 0.36], [-2.68, -0.41, -0.81], [1.83, -1.04, -0.33], [-2.47, 1.14, 0.61], [-0.01, 1.89, -1.46], [1.40, 0.99, -2.06], [-0.29, 0.35, -2.18], [1.95, 1.95, 0.06], [1.82, 0.94, 1.56], [0.59, 2.07, 1.09], [-0.67, -0.11, 1.70], [-1.54, -2.13, -0.29], [-0.89, -2.69, 1.09], [0.23, -2.20, -0.02], [2.19, -1.09, 0.93]]}

{"formula": "C5H12NS", "method": "ωB97M-V/def2-TZVPD", "e_tot_ev": -17703.69501, "total_charge": -1, "lumo_energy_ev": 3.37, "e_above_lowest_ev": 2.0957, "smiles": "CCNCCC[S-]", "spin_multiplicity": 1, "e_homo_ev": -2.16, "elements": ["C", "C", "S", "C", "N", "C", "C", "H", "H", "H", "H", "H", "H", "H", "H", "H", "H", "H", "H"], "coordinates": [[-1.34, 0.25, -0.68], [-2.19, 1.33, -1.17], [-3.84, 1.61, -0.18], [0.16, 0.69, -0.76], [1.09, 0.38, 0.24], [1.59, -1.04, 0.30], [1.80, -1.38, 1.79], [-1.52, -0.67, -1.40], [-1.87, -0.07, 0.26], [-2.53, 1.18, -2.20], [-1.96, 2.38, -1.19], [0.26, 1.72, -0.66], [0.64, 0.41, -1.64], [0.86, 0.57, 1.19], [0.85, -1.73, -0.08], [2.55, -1.12, -0.30], [2.52, -0.78, 2.22], [0.96, -1.22, 2.41], [1.96, -2.50, 1.83]]}

{"formula": "C5H12NS", "method": "ωB97M-V/def2-TZVPD", "e_tot_ev": -17696.19261, "total_charge": 1, "lumo_energy_ev": -5.41, "e_above_lowest_ev": 2.4941, "spin_multiplicity": 1, "e_homo_ev": -12.85, "elements": ["C", "C", "C", "N", "H", "H", "H", "H", "H", "H", "C", "S", "C", "H", "H", "H", "H", "H", "H"], "coordinates": [[-1.46, 1.29, -1.60], [-0.85, 2.49, -1.30], [-1.53, -1.04, -1.04], [-1.29, 0.18, -0.76], [-2.04, 1.16, -2.51], [-0.05, 2.50, -0.55], [-1.09, 3.41, -1.84], [-0.82, -1.78, -0.67], [-2.29, -1.16, -1.79], [-0.73, 0.29, 0.15], [1.13, -2.14, 0.96], [0.29, -0.83, 1.86], [1.48, 0.50, 1.65], [2.09, -2.32, 1.53], [1.36, -1.89, -0.07], [0.55, -3.04, 1.06], [1.25, 1.39, 2.26], [2.50, 0.17, 2.03], [1.49, 0.82, 0.63]]}

{"formula": "C5H12NS2", "method": "ωB97M-V/def2-TZVPD", "e_tot_ev": -28539.30781, "total_charge": -1, "lumo_energy_ev": 3.04, "e_above_lowest_ev": 1.4103, "smiles": "[S-]CCNCCCS", "spin_multiplicity": 1, "e_homo_ev": -2.43, "elements": ["C", "C", "S", "C", "N", "C", "C", "S", "H", "H", "H", "H", "H", "H", "H", "H", "H", "H", "H", "H"], "coordinates": [[-2.20, 0.20, 0.95], [-2.66, -1.15, 1.31], [-1.10, -2.02, 1.80], [-1.56, 0.33, -0.50], [-0.21, -0.16, -0.67], [0.72, 0.97, -0.55], [2.21, 0.49, -0.69], [3.06, 1.69, -1.76], [-3.13, 0.87, 0.82], [-1.40, 0.67, 1.59], [-3.40, -1.16, 2.12], [-3.16, -1.81, 0.53], [-0.15, -1.16, 1.13], [-1.55, 1.38, -0.86], [-2.17, -0.18, -1.19], [-0.14, -0.54, -1.58], [0.64, 1.56, 0.37], [0.69, 1.94, -1.22], [2.05, -0.57, -1.17], [2.72, 0.39, 0.33]]}

{"formula": "C5H12NS2", "method": "ωB97M-V/def2-TZVPD", "e_tot_ev": -28531.71617, "total_charge": 1, "lumo_energy_ev": -6.73, "e_above_lowest_ev": 2.4575, "spin_multiplicity": 1, "e_homo_ev": -12.70, "elements": ["C", "C", "C", "C", "C", "N", "S", "S", "H", "H", "H", "H", "H", "H", "H", "H", "H", "H", "H", "H"], "coordinates": [[0.62, 0.37, -0.86], [0.04, -0.06, -2.08], [1.30, 1.69, -0.81], [0.01, 0.81, -3.27], [-0.37, -1.12, 3.62], [-1.35, -1.05, 2.56], [0.47, -0.54, 0.54], [-0.66, -1.60, -2.26], [1.85, 1.80, 0.12], [0.56, 2.50, -0.85], [1.97, 1.82, -1.65], [-0.23, 1.84, -3.01], [-0.71, 0.45, -4.00], [0.99, 0.83, -3.75], [0.46, -1.75, 3.30], [0.00, -0.12, 3.83], [-0.79, -1.55, 4.54], [-2.08, -0.37, 2.71], [-1.72, -1.95, 2.30], [-0.35, -1.99, -0.99]]}

{"formula": "C5H12NS2", "method": "ωB97M-V/def2-TZVPD", "e_tot_ev": -28530.13594, "total_charge": 1, "lumo_energy_ev": -3.22, "e_above_lowest_ev": 4.0377, "spin_multiplicity": 1, "e_homo_ev": -12.63, "elements": ["C", "C", "C", "C", "C", "N", "S", "S", "H", "H", "H", "H", "H", "H", "H", "H", "H", "H", "H", "H"], "coordinates": [[0.04, -0.09, -0.32], [1.42, 0.44, -0.12], [-1.52, 1.28, -0.34], [1.98, 1.77, 0.20], [-1.11, -2.17, -0.58], [-0.33, -1.29, 0.30], [0.90, -0.04, -1.84], [2.53, -0.92, 0.66], [-1.58, 1.50, -1.43], [-1.14, 2.11, 0.24], [-2.26, 0.57, -0.04], [1.90, 1.92, 1.28], [1.57, 2.63, -0.30], [3.04, 1.80, -0.11], [-1.15, -3.30, -0.23], [-2.11, -1.69, -0.70], [-0.58, -2.22, -1.48], [0.61, -1.70, 0.42], [-0.64, -1.18, 1.22], [3.67, -0.25, 0.45]]}

{"formula": "C5H12O", "method": "ωB97M-V/def2-TZVPD", "e_tot_ev": -7424.38467, "lumo_energy_ev": 0.86, "e_above_lowest_ev": 2.9267, "spin_multiplicity": 1, "e_homo_ev": -8.65, "elements": ["C", "C", "C", "C", "C", "O", "H", "H", "H", "H", "H", "H", "H", "H", "H", "H", "H", "H"], "coordinates": [[2.45, 0.10, -0.24], [1.04, 0.00, 0.34], [-2.33, 0.13, -0.74], [-2.32, -0.99, 0.25], [0.44, 1.37, 0.62], [-1.67, -0.18, -1.83], [2.43, 0.62, -1.21], [2.89, -0.89, -0.40], [3.11, 0.66, 0.43], [1.05, -0.60, 1.26], [0.40, -0.54, -0.37], [-1.96, -0.62, 1.22], [-1.74, -1.89, -0.03], [-3.37, -1.28, 0.42], [0.98, 1.88, 1.43], [-0.62, 1.31, 0.90], [0.50, 2.01, -0.27], [-1.27, -1.08, -1.80]]}

{"formula": "C5H12O", "method": "ωB97M-V/def2-TZVPD", "e_tot_ev": -7421.39365, "lumo_energy_ev": 0.90, "e_above_lowest_ev": 5.9177, "spin_multiplicity": 1, "e_homo_ev": -6.44, "elements": ["C", "O", "C", "C", "C", "C", "H", "H", "H", "H", "H", "H", "H", "H", "H", "H", "H", "H"], "coordinates": [[1.87, -0.20, -0.20], [0.72, 0.64, -0.10], [-0.70, 0.14, 0.24], [-0.19, 1.24, -1.40], [-0.85, -1.31, -0.15], [-0.89, 0.35, 1.72], [2.67, 0.39, -0.64], [1.67, -1.09, -0.81], [2.17, -0.51, 0.81], [0.71, 1.45, -2.00], [-0.87, 0.63, -2.00], [-0.66, 2.17, -1.10], [-0.68, -1.50, -1.22], [-0.21, -2.02, 0.42], [-1.88, -1.60, 0.06], [-0.21, -0.25, 2.35], [-0.76, 1.40, 2.01], [-1.91, 0.06, 1.99]]}

{"formula": "C5H12O", "method": "ωB97M-V/def2-TZVPD", "e_tot_ev": -7426.51838, "lumo_energy_ev": 1.14, "e_above_lowest_ev": 0.7930, "smiles": "CCCCOC", "spin_multiplicity": 1, "e_homo_ev": -9.63, "elements": ["C", "C", "C", "C", "O", "C", "H", "H", "H", "H", "H", "H", "H", "H", "H", "H", "H", "H"], "coordinates": [[0.65, -1.94, 1.96], [0.49, -0.56, 1.34], [-0.25, -0.57, 0.00], [-0.73, 0.83, -0.39], [-1.05, 0.93, -1.76], [-0.11, 1.69, -2.47], [-0.32, -2.37, 2.22], [1.25, -1.90, 2.87], [1.15, -2.64, 1.27], [1.48, -0.10, 1.20], [-0.04, 0.09, 2.05], [0.41, -0.94, -0.79], [-1.10, -1.25, 0.04], [-1.62, 1.09, 0.20], [0.05, 1.57, -0.14], [-0.39, 1.66, -3.53], [0.91, 1.29, -2.37], [-0.11, 2.74, -2.15]]}